Entry 1:
This record from the Open Molecules 2025 dataset describes a 8-piece molecular cluster, C16H50BF4N4O7 overall. The level of theory is ωB97M-V/def2-TZVPD.

Element x y z (Å)
1 B 4.9442 9.3676 -15.1329
2 F 4.7862 9.9021 -13.8254
3 F 4.4175 10.2107 -16.0741
4 F 6.2764 9.2210 -15.3525
5 F 4.3665 8.0784 -15.0214
6 C 1.8196 3.3095 -17.0188
7 C 0.9476 3.6297 -15.8158
8 C -0.0166 2.4839 -15.4425
9 O -0.8905 2.9507 -14.3814
10 C -1.8236 2.0259 -13.8773
11 N 1.8142 3.9382 -14.6705
12 H 2.3134 4.1685 -17.4730
13 H 1.2352 2.8424 -17.8115
14 H 2.5615 2.5752 -16.7052
15 H 0.2955 4.4694 -16.0563
16 H 0.4972 1.5762 -15.1258
17 H -0.5811 2.2092 -16.3336
18 H -2.5650 2.6271 -13.3510
19 H -1.3576 1.2170 -13.3147
20 H -2.2991 1.4916 -14.6998
21 H 2.1753 4.8543 -14.8950
22 H 1.0621 4.1507 -14.0307
23 C 3.9366 8.9880 -8.9925
24 C 4.6953 7.7810 -9.5160
25 C 3.6858 6.6600 -10.0769
26 O 2.9205 6.0922 -9.0461
27 C 2.1133 5.0586 -9.5838
28 N 5.6575 8.0884 -10.5565
29 H 3.3505 9.6335 -9.6466
30 H 4.6377 9.5731 -8.3973
31 H 3.2870 8.6849 -8.1713
32 H 5.3126 7.3974 -8.7036
33 H 4.1860 5.9528 -10.7386
34 H 2.9592 7.1256 -10.7428
35 H 1.4820 4.6990 -8.7712
36 H 2.6885 4.2174 -9.9706
37 H 1.4704 5.3476 -10.4153
38 H 5.1532 8.5052 -11.3259
39 H 5.8590 7.1547 -10.8847
40 C 11.3973 7.0613 -16.1182
41 C 12.3636 8.1251 -16.5055
42 C 13.5561 7.7183 -17.4830
43 O 14.4635 8.8600 -17.6264
44 C 15.8104 8.4844 -17.9432
45 N 11.5033 9.2364 -16.9074
46 H 10.6686 6.8078 -16.8882
47 H 10.9707 7.3827 -15.1681
48 H 11.9582 6.1475 -15.9218
49 H 12.8995 8.4114 -15.6006
50 H 13.1065 7.4586 -18.4413
51 H 14.0765 6.8991 -16.9868
52 H 16.2596 7.9672 -17.0954
53 H 16.3410 9.3933 -18.2270
54 H 15.7881 7.8982 -18.8618
55 H 12.0004 10.1043 -16.7671
56 H 10.8784 9.4113 -16.1335
57 C -1.6540 11.4457 -11.9149
58 C -0.4741 10.5814 -12.3533
59 C -0.6725 9.7786 -13.6823
60 O -1.9095 9.1334 -13.7375
61 C -2.0356 8.1074 -12.8274
62 N 0.6696 11.4933 -12.5398
63 H -2.5663 10.9184 -11.6361
64 H -1.9139 12.2079 -12.6496
65 H -1.3487 12.0874 -11.0884
66 H -0.3237 9.8449 -11.5640
67 H 0.2157 9.1468 -13.6837
68 H -0.5494 10.3805 -14.5826
69 H -1.2414 7.4080 -13.0884
70 H -2.9600 7.5688 -13.0361
71 H -2.1485 8.4639 -11.8036
72 H 0.3132 11.8894 -13.3978
73 H 1.4516 10.9063 -12.7930
74 O 8.9779 11.2566 -13.9677
75 H 8.2871 10.8804 -14.5131
76 H 9.0356 10.6691 -13.2143
77 O 5.7889 10.1638 -19.3511
78 H 5.1759 10.7769 -19.7569
79 H 5.3961 9.9579 -18.5028
80 O 4.9955 13.8574 -16.3221
81 H 4.9091 12.9041 -16.3232
82 H 4.4375 14.1498 -17.0427

energy above the lowest of the compared OMol25 structures with the same formula, charge and spin	0.000	eV
net charge	-1
total energy	-49247.2786	eV

=====

Entry 2:
This record from the Open Molecules 2025 dataset describes a 9-piece molecular cluster, C16H50N10O9 overall. The level of theory is ωB97M-V/def2-TZVPD.

Element x y z (Å)
1 C -2.3660 2.1586 0.7419
2 C -1.0246 1.4339 0.4307
3 O 0.0095 1.9505 1.2069
4 H -2.4207 3.2039 0.4242
5 H -2.6081 2.1489 1.8740
6 H -3.1998 1.6749 0.2337
7 H -0.6974 1.4603 -0.6573
8 H -1.1465 0.4841 0.8463
9 H -0.1228 2.9276 1.2217
10 C -3.2834 -4.1073 0.4428
11 O -2.9283 -5.2306 0.6539
12 N -4.5131 -3.7076 -0.0524
13 N -2.4937 -3.0346 0.8667
14 H -4.4608 -2.9107 -0.6574
15 H -4.9796 -4.5509 -0.3102
16 H -2.8227 -2.0733 0.7823
17 H -1.5486 -3.2209 1.2286
18 C -0.3662 4.6553 3.5578
19 O -0.4732 4.5954 2.3358
20 N 0.2026 3.7034 4.2118
21 N -0.7877 5.7753 4.2839
22 H 0.1551 3.6965 5.2105
23 H 0.6633 2.9144 3.7307
24 H -0.9135 6.5506 3.6551
25 H -0.2095 6.0804 5.0535
26 C 2.1608 0.4601 4.0833
27 O 1.6133 1.2489 4.8933
28 N 3.1932 -0.3109 4.6386
29 N 2.0411 0.3506 2.8034
30 H 3.4493 -1.2099 4.1966
31 H 3.0926 -0.1571 5.6478
32 H 1.3633 0.9657 2.4101
33 H 2.5403 -0.3271 2.2262
34 C 3.1177 -3.3238 2.2300
35 O 3.6960 -2.3316 1.7579
36 N 2.0344 -3.3758 3.1024
37 N 3.4920 -4.4941 1.8125
38 H 1.7472 -2.4517 3.3687
39 H 1.4602 -4.2076 3.0939
40 H 4.1257 -4.2863 1.0956
41 H 3.0072 -5.3920 1.9421
42 C 0.2284 -6.4584 1.8225
43 O 1.2782 -6.4121 2.4522
44 N -0.8344 -7.2382 2.2753
45 N 0.0474 -5.7638 0.6628
46 H -0.5444 -7.6578 3.1474
47 H -1.7060 -6.7155 2.1281
48 H -0.8837 -5.5873 0.2971
49 H 0.8527 -5.1707 0.5132
50 C -3.7365 -0.6689 -2.6429
51 C -2.4414 -0.9361 -3.3670
52 C -2.0014 -2.3793 -3.1126
53 O -2.5769 -0.7587 -4.7890
54 H -3.5661 -0.8220 -1.5587
55 H -4.3817 -1.4832 -2.9914
56 H -4.2061 0.2566 -2.9484
57 H -1.7925 -0.2179 -2.9225
58 H -2.9181 -2.9726 -2.9304
59 H -1.5660 -2.3816 -2.1211
60 H -1.2905 -2.8490 -3.8454
61 H -2.6416 0.1461 -4.9608
62 C -2.1538 2.5107 -4.5542
63 C -1.0754 2.5791 -3.4892
64 C 0.2385 3.2465 -4.0701
65 O -1.6765 3.3046 -2.3963
66 H -2.5816 3.4757 -4.6849
67 H -3.0855 1.9086 -4.4362
68 H -1.7093 2.3111 -5.5787
69 H -0.8398 1.5472 -3.0995
70 H 0.4877 2.7658 -4.9976
71 H 1.1212 3.1090 -3.4169
72 H 0.0206 4.2741 -4.0910
73 H -2.0627 4.0471 -2.8857
74 C 3.0554 3.5529 -1.1403
75 C 4.2947 2.6067 -1.1779
76 C 4.3123 1.8193 -2.4129
77 O 5.5493 3.2571 -1.1109
78 H 2.9609 4.0708 -2.0901
79 H 3.2189 4.3638 -0.4269
80 H 2.0672 3.1041 -0.8642
81 H 4.2021 1.8956 -0.3392
82 H 3.3512 1.3372 -2.5864
83 H 4.9838 1.0337 -2.3309
84 H 4.5734 2.4444 -3.2591
85 H 5.6292 3.7701 -0.2881

structure (SMILES)	NC(N)=O.NC(N)=O.NC(N)=O.NC(N)=O.NC(N)=O.CC(C)O.CC(C)O.CC(C)O.CCO
energy above the lowest of the compared OMol25 structures with the same formula, charge and spin	1.363	eV
net charge	0
total energy	-50734.8551	eV

=====

Q: Among the records above, which one has the lowest net charge?
A: C16H50BF4N4O7

=====

Q: What is the energy above the lowest of the compared OMol25 structures with the same formula, charge and spin in the first record?
A: 0.000 eV